No. 1
Here is 2 unconnected molecules or ions with the total composition C14H16 from OMol25. Energies are from ωB97M-V/def2-TZVPD.

Calculated values
**Gap between HOMO and LUMO**: 9.87 eV
**HOMO level**: -8.96 eV
**LUMO energy**: 0.0332 hartree
**F_max**: 1.64 eV Å⁻¹
**SMILES string**: Cc1ccccc1.Cc1ccccc1
**Relative energy (zero: lowest compared OMol25 entry of this formula, charge and spin)**: 66.06 kJ/mol

The geometry in XYZ format:
```
30
Properties=species:S:1:pos:R:3:forces:R:3:mulliken_charge:R:1
C 1.18967 -0.13295 -2.98202 -0.5 -0.1 -0.8 -1.162
C -1.93227 -2.33098 -3.21934 0.9 -0.1 0.1 -0.488
C -1.09829 -1.21715 -3.20817 -0.4 0.4 -1.4 -0.407
C -1.46236 -3.47316 -2.59757 -0.6 -0.1 -0.2 -0.325
C 0.24520 -1.30883 -2.91545 0.9 -0.4 1.0 0.731
C -0.15284 -3.54485 -2.14308 -0.1 -0.6 -0.3 -0.578
C 0.73834 -2.53109 -2.43421 -0.5 0.3 0.3 -0.394
H -2.80714 -2.36957 -3.85347 -0.4 0.3 0.5 0.355
H -1.47245 -0.30708 -3.66741 0.1 0.1 0.1 0.331
H -2.13139 -4.32396 -2.55699 0.2 -0.2 0.2 0.340
H 0.16782 -4.46670 -1.67553 0.2 0.0 0.0 0.381
H 2.20842 -0.45559 -3.18348 0.1 -0.1 0.2 0.375
H 1.15548 0.43251 -2.05455 0.1 0.1 0.0 0.149
H 1.79248 -2.68124 -2.25570 0.1 0.2 0.2 0.347
H 0.90749 0.50775 -3.82150 0.0 0.2 0.2 0.351
C 1.15866 3.85626 3.08509 -0.2 -0.5 0.7 -1.384
C 0.04280 0.58538 1.54974 -0.3 0.8 0.3 -0.343
C -0.72800 0.04812 2.56484 -0.3 -0.9 0.2 -0.413
C 0.57233 1.85685 1.74342 1.4 -0.9 0.0 -0.349
C 0.50822 2.49414 2.97886 -0.4 0.5 -0.6 0.717
C -1.00059 0.75805 3.72138 1.2 0.2 0.4 -0.571
C -0.29693 1.93469 3.95682 -0.6 0.5 0.0 -0.363
H 0.18750 0.06551 0.61450 0.2 -0.2 0.0 0.404
H -1.01370 -0.99772 2.53278 -0.4 0.1 -0.3 0.335
H 1.32991 2.19572 1.03871 -0.5 0.3 -0.2 0.267
H -1.59310 0.35834 4.52957 -0.2 -0.2 -0.1 0.354
H 2.17220 3.80377 2.68813 -0.1 0.3 -0.2 0.333
H 1.21612 4.21069 4.11442 0.0 -0.1 0.1 0.373
H -0.43186 2.46596 4.89212 0.0 0.0 0.1 0.331
H 0.52832 4.56712 2.55807 0.3 0.2 -0.3 0.303
```
Positions in Å, forces in eV/Å.



No. 2
Here is 2 unconnected molecules or ions with the total composition C14H16 from OMol25. Energies are from ωB97M-V/def2-TZVPD.

Calculated values
**Gap between HOMO and LUMO**: 9.63 eV
**HOMO level**: -8.73 eV
**LUMO energy**: 0.0332 hartree
**F_max**: 5.85 eV Å⁻¹
**SMILES string**: Cc1ccccc1.Cc1ccccc1
**Relative energy (zero: lowest compared OMol25 entry of this formula, charge and spin)**: 244.57 kJ/mol

The geometry in XYZ format:
```
30
Properties=species:S:1:pos:R:3:forces:R:3:mulliken_charge:R:1
C -0.76745 -3.80562 -3.50938 1.3 -0.6 -0.8 -1.245
C -0.55493 -2.27861 -0.05195 0.0 2.2 2.9 -0.299
C 0.58742 -1.44803 -0.09060 3.2 -0.1 -3.5 -0.485
C -0.99836 -3.01696 -1.07117 1.7 -1.1 -3.9 -0.493
C -0.12307 -3.02243 -2.27805 -2.5 -1.5 -0.3 0.832
C 1.47237 -1.46183 -1.26271 -3.4 -1.9 -0.6 -0.450
C 1.07917 -2.32130 -2.38122 -1.5 1.0 2.1 -0.587
H -1.19086 -2.16099 0.84168 0.3 -0.2 -0.3 0.253
H 0.98433 -0.71677 0.59822 -0.9 -0.3 0.9 0.591
H -1.95884 -3.58818 -1.10134 1.1 0.6 0.2 0.343
H 2.25198 -0.76695 -1.54045 0.2 0.1 0.9 0.331
H -1.08716 -4.88257 -3.31656 1.3 1.0 0.1 0.298
H -0.14923 -3.76062 -4.51508 -1.0 -0.2 2.2 0.266
H 1.52293 -2.22618 -3.36027 0.4 -0.2 0.0 0.302
H -1.75214 -3.45252 -3.77697 -0.2 1.0 0.0 0.331
C -1.35270 1.80629 -0.26674 1.7 -1.6 -2.9 -0.952
C -0.48077 2.20581 0.88633 -0.1 -0.9 0.3 0.746
C -0.31480 1.37282 2.02150 0.1 1.5 1.2 -0.260
C 0.17593 3.41504 0.79056 0.2 -0.2 2.2 -0.471
C 0.20896 1.89013 3.24793 0.3 2.7 -5.2 -0.927
C 0.86505 3.90580 1.91695 -0.8 -2.2 -0.8 -0.638
C 0.82693 3.15783 3.10946 0.0 0.4 -0.6 -0.227
H -2.33343 1.34230 -0.03369 0.4 1.0 -0.1 0.306
H -0.79973 0.91332 -0.78335 -0.9 1.3 0.7 0.121
H -0.65189 0.36142 2.02409 -0.7 -0.5 -0.1 0.535
H 0.05593 3.94907 -0.10993 0.1 0.8 -0.8 0.327
H -0.07987 1.54059 4.15600 0.0 -1.6 2.5 0.435
H 1.42899 4.79357 1.78543 0.4 0.8 0.4 0.404
H 1.32738 3.66111 3.90366 0.1 -0.1 1.0 0.345
H -1.31095 2.59972 -1.13688 -0.7 -1.4 2.0 0.267
```
Positions in Å, forces in eV/Å.



No. 3
Here is 2 unconnected molecules or ions with the total composition C14H16 from OMol25. Energies are from ωB97M-V/def2-TZVPD.

Calculated values
**Gap between HOMO and LUMO**: 9.84 eV
**HOMO level**: -8.93 eV
**LUMO energy**: 0.0335 hartree
**F_max**: 1.88 eV Å⁻¹
**SMILES string**: Cc1ccccc1.Cc1ccccc1
**Relative energy (zero: lowest compared OMol25 entry of this formula, charge and spin)**: 93.85 kJ/mol

The geometry in XYZ format:
```
30
Properties=species:S:1:pos:R:3:forces:R:3:mulliken_charge:R:1
C 0.53518 -0.09581 2.76248 0.1 -0.9 -0.9 -1.048
C -1.91664 -2.38364 1.01218 -0.8 0.6 0.0 -0.566
C -3.11589 -1.77477 1.39773 -0.5 -0.7 0.4 -0.351
C -0.75891 -1.92752 1.59278 1.1 0.5 0.1 -0.168
C -0.74150 -0.84112 2.48123 -0.2 -0.6 0.4 0.443
C -3.15218 -0.91015 2.47360 0.7 0.8 -0.4 -0.497
C -1.95118 -0.40721 2.98863 -0.5 0.0 -0.5 -0.348
H -1.92010 -3.10455 0.20696 0.1 -0.1 0.1 0.377
H -4.06890 -2.02543 0.94798 0.1 -0.2 -0.2 0.357
H 0.22134 -2.31572 1.33269 -0.2 -0.2 -0.3 0.297
H -4.07395 -0.43596 2.77701 -0.2 -0.2 0.1 0.340
H 0.54137 0.64885 1.96352 0.4 0.5 1.0 0.112
H 1.40607 -0.70906 2.51172 -0.1 -0.2 0.3 0.336
H -1.99778 0.41660 3.67630 0.1 0.2 0.4 0.344
H 0.64929 0.27006 3.77534 -0.2 0.4 0.0 0.422
C 0.34606 1.76102 -0.29949 -0.2 0.0 -0.7 -0.868
C 1.10629 1.04124 -3.95858 -0.1 0.1 0.1 -0.641
C 2.28614 0.33217 -3.84608 0.5 -0.4 0.1 -0.266
C 0.47562 1.46376 -2.79819 -0.8 -0.6 1.6 -0.343
C 0.94174 1.11562 -1.52108 0.8 0.4 -1.5 0.688
C 2.89031 0.14240 -2.60141 -0.4 -0.1 -0.4 -0.589
C 2.18288 0.46951 -1.47029 -0.4 1.1 0.6 -0.296
H 0.72015 1.32106 -4.92698 -0.2 -0.2 -0.1 0.366
H 2.77173 -0.15021 -4.68552 0.0 0.5 -0.3 0.357
H -0.48014 1.96608 -2.68748 0.0 0.3 -1.1 0.263
H 3.92097 -0.18278 -2.56289 -0.1 -0.4 0.2 0.371
H 0.08330 1.04167 0.45661 0.2 -0.1 0.2 -0.222
H -0.58638 2.27897 -0.52771 0.1 0.1 -0.2 0.371
H 2.61292 0.48684 -0.49389 0.6 -0.6 0.5 0.369
H 1.07218 2.50809 0.02282 -0.2 -0.1 0.5 0.388
```
Positions in Å, forces in eV/Å.



No. 4
Here is 2 unconnected molecules or ions with the total composition C14H16 from OMol25. Energies are from ωB97M-V/def2-TZVPD.

Calculated values
**Gap between HOMO and LUMO (alpha / beta)**: 8.73 / 3.81 eV
**Spin multiplicity**: 2
**HOMO level (alpha / beta)**: -12.49 / -12.04 eV
**LUMO energy (alpha / beta)**: -0.1383 / -0.3027 hartree
**<S²>**: 0.765
**F_max**: 3.44 eV Å⁻¹
**Charge**: +1
**Relative energy (zero: lowest compared OMol25 entry of this formula, charge and spin)**: 109.53 kJ/mol

The geometry in XYZ format:
```
30
Properties=species:S:1:pos:R:3:forces:R:3:mulliken_spin:R:1
C 0.11637 -3.36975 -0.19720 -1.3 -0.2 0.9 0.011
C -2.64259 -0.00591 -0.30390 0.2 0.2 0.6 0.079
C -1.83830 -0.42074 -1.40876 -0.8 0.3 0.2 0.221
C -2.62833 -0.72920 0.83785 0.6 -0.9 0.3 0.038
C -1.18019 -1.66437 -1.37736 -0.4 0.1 0.9 0.105
C -1.69537 -1.81736 0.93621 -0.4 -0.3 1.2 0.272
C -0.97233 -2.30353 -0.13977 0.9 0.3 -3.3 0.029
H -3.23995 0.89558 -0.28405 0.0 0.0 -0.6 0.000
H -1.86936 0.26024 -2.25055 0.3 -0.4 -0.4 0.005
H -3.28502 -0.48820 1.66131 0.2 0.0 0.1 0.001
H -0.88908 -2.16016 -2.28832 0.5 0.3 -0.2 0.010
H -1.53494 -2.38837 1.85003 -0.4 0.4 0.2 -0.003
H 0.94631 -2.97462 0.38749 0.3 -0.3 -0.2 0.001
H 0.35060 -3.59868 -1.22992 0.4 0.4 -0.1 0.000
H -0.20270 -4.33963 0.19491 0.0 0.2 0.5 0.000
C 0.62196 0.76421 2.11351 -0.6 -0.6 -1.3 0.009
C 2.05369 2.51238 -1.51779 -0.7 -0.9 -1.0 0.033
C 2.94859 2.07489 -0.58488 0.3 -0.8 2.3 0.060
C 0.64797 2.39333 -1.32570 2.5 1.4 -0.4 0.011
C 2.50532 1.52276 0.65492 0.4 0.2 -2.0 -0.023
C 0.24432 1.87678 -0.12954 -1.1 -0.3 0.5 0.053
C 1.15266 1.37327 0.81396 -0.6 -0.6 1.6 0.058
H 2.49682 2.75773 -2.47754 -0.5 0.6 0.0 0.001
H 4.02051 2.13231 -0.72413 -0.1 0.1 -0.3 0.001
H 0.09314 2.98876 -2.02982 -0.9 -0.5 -0.1 0.000
H 3.23172 1.12785 1.35099 -0.1 0.1 0.2 0.000
H -0.78840 1.87012 0.21086 0.0 0.2 -0.4 0.000
H 1.36360 0.04848 2.44071 0.4 0.5 1.0 0.000
H -0.28219 0.11489 2.04385 0.2 0.4 -0.7 0.012
H 0.25516 1.54694 2.77265 0.7 0.0 0.6 0.013
```
Positions in Å, forces in eV/Å.



No. 5
Here is 2 unconnected molecules or ions with the total composition C14H16Br2F10N5P from OMol25. Energies are from ωB97M-V/def2-TZVPD.

Calculated values
**Gap between HOMO and LUMO**: 9.27 eV
**HOMO level**: -10.23 eV
**LUMO energy**: -0.0355 hartree
**F_max**: 1.00 eV Å⁻¹

The geometry in XYZ format:
```
48
Properties=species:S:1:pos:R:3:forces:R:3:mulliken_charge:R:1
C -3.32297 0.91794 4.02339 0.0 -0.1 0.2 -1.015
C -3.42662 -0.36053 3.21980 0.5 0.1 -0.1 0.326
F -4.33485 -1.23665 3.81046 0.0 0.2 -0.1 -0.367
C -3.86176 -0.16580 1.75745 0.0 -0.1 0.2 -0.532
C -2.69134 0.04131 0.86508 0.4 0.3 0.1 0.394
N -1.64309 0.81682 1.13535 -0.5 -0.4 -0.2 -0.350
C -0.82637 0.68808 0.06514 0.0 0.1 -0.2 0.040
N 0.33997 1.29129 -0.06081 0.2 -0.1 0.1 -0.042
C 0.88110 2.18667 0.95956 0.1 0.0 0.0 -0.923
C 0.95802 1.55182 2.35911 -0.3 0.5 0.1 -0.683
C 2.27771 1.77287 3.08088 -0.1 -0.4 0.0 0.395
F 3.23320 0.95892 2.54392 -0.1 0.2 0.0 -0.299
Br 2.85888 3.61313 2.96761 0.1 0.0 0.0 -0.032
C 2.12604 1.39631 4.58048 -0.1 -0.1 0.1 0.493
F 1.39845 2.32927 5.22483 0.1 -0.2 -0.2 -0.195
F 1.42695 0.23707 4.65386 0.1 0.1 0.0 -0.200
Br 3.80991 1.14145 5.46175 0.0 0.1 0.0 -0.064
N -1.36353 -0.14791 -0.85871 -0.1 0.2 0.5 0.324
C -0.86133 -0.57332 -2.12557 0.0 -0.4 -0.1 0.996
C -1.09453 -1.86606 -2.56993 0.0 0.1 -0.1 -0.549
C -0.54871 -2.20259 -3.80630 0.0 0.4 0.2 -0.528
C 0.18033 -1.23756 -4.48377 0.1 -0.1 -0.3 -0.376
C 0.36248 0.02002 -3.92218 0.0 -0.4 0.0 -0.357
N -0.16240 0.35546 -2.74387 0.1 0.0 -0.1 -0.526
N -2.56044 -0.55050 -0.32336 0.0 0.0 0.2 -0.388
H -2.37827 1.41953 3.79909 -0.2 0.0 -0.1 0.162
H -4.15949 1.59327 3.83689 0.0 0.0 0.0 0.324
H -3.30998 0.66032 5.08389 0.0 0.0 -0.1 0.366
H -2.44541 -0.84896 3.21971 -0.2 -0.2 0.1 0.271
H -4.40100 -1.06773 1.45866 0.0 0.1 -0.1 0.321
H -4.51972 0.70327 1.68200 -0.1 -0.1 -0.1 0.289
H 0.85638 1.14131 -0.91635 -0.1 0.0 -0.1 0.257
H 0.27772 3.09530 0.98883 0.0 0.0 0.1 0.269
H 1.87069 2.48493 0.61621 -0.1 -0.1 -0.1 0.577
H 0.17475 1.98414 2.98631 0.0 -0.1 0.0 0.282
H 0.76037 0.48229 2.30538 0.2 0.0 0.0 0.350
H -1.64903 -2.58720 -1.97919 0.1 0.0 0.0 0.383
H -0.67249 -3.19406 -4.22031 0.0 0.0 0.0 0.436
H 0.65513 -1.47117 -5.42693 0.0 0.0 0.1 0.434
H 0.96557 0.76582 -4.42309 0.0 0.0 0.0 0.430
H -3.17676 -1.19323 -0.79372 0.1 0.0 -0.1 0.284
F 2.58304 -2.38722 -5.69090 0.1 1.0 -0.1 -0.355
P 4.02275 -2.13656 -4.86795 0.1 -0.2 0.1 1.043
F 4.47141 -3.55838 -5.56001 -0.8 -0.2 0.6 -0.331
F 2.94387 -2.21045 -3.58226 0.2 -0.9 -0.1 -0.327
F 4.29469 -0.60128 -4.30827 -0.9 0.0 -0.3 -0.349
F 4.54199 -1.44876 -6.26456 0.6 -0.4 0.4 -0.330
F 5.13868 -2.60266 -3.75758 0.4 0.7 -0.6 -0.328
```
Positions in Å, forces in eV/Å.



No. 6
Here is 8 unconnected molecules or ions with the total composition C14H16Cl23F3O4 from OMol25. Energies are from ωB97M-V/def2-TZVPD.

Calculated values
**Gap between HOMO and LUMO**: 11.02 eV
**HOMO level**: -10.76 eV
**LUMO energy**: 0.0097 hartree
**F_max**: 3.42 eV Å⁻¹
**SMILES string**: C[C@@H](Cl)[C@H](Cl)OC(=O)OC[C@H](O)C(F)(F)F.ClC(Cl)Cl.ClC(Cl)Cl.ClC(Cl)Cl.ClC(Cl)Cl.ClC(Cl)Cl.ClC(Cl)Cl.ClC(Cl)Cl

The geometry in XYZ format:
```
60
Properties=species:S:1:pos:R:3:forces:R:3:mulliken_charge:R:1
C 5.70770 -1.49645 1.50102 0.0 0.3 0.3 -1.459
C 4.46124 -0.63593 1.17657 0.8 -1.2 0.7 -0.066
Cl 3.15093 -1.84136 0.82910 0.0 0.7 -0.4 -0.152
C 4.17493 0.23649 2.42760 0.2 -0.3 -0.5 -0.070
Cl 3.46412 -0.77972 3.72888 0.2 0.4 0.0 -0.118
O 3.45552 1.41927 2.14909 -0.4 -0.8 1.2 -0.435
C 2.20376 1.22856 1.62841 0.6 0.0 1.2 0.310
O 2.04003 1.37319 0.48599 -0.5 0.4 -3.3 -0.250
O 1.23169 0.95016 2.48404 0.2 0.3 0.6 -0.245
C -0.05434 0.92265 1.86702 -1.0 -0.5 0.6 -0.586
C -0.34612 -0.37423 1.09407 0.2 0.1 0.1 0.409
O -1.55797 -0.24486 0.39296 -0.1 0.5 0.0 -0.082
C -0.46206 -1.60292 2.02214 0.7 0.3 -1.1 0.396
F 0.48762 -1.66399 2.92330 0.9 0.3 1.0 -0.212
F -0.35373 -2.74482 1.32730 -0.2 -0.3 -0.3 -0.297
F -1.62463 -1.61046 2.64763 -0.6 -0.4 0.2 -0.252
H 6.48012 -0.90655 2.01203 -0.1 0.1 -0.3 0.361
H 5.43736 -2.29015 2.20118 0.0 0.0 -0.3 0.437
H 6.15264 -1.90304 0.58995 -0.2 -0.1 0.1 0.329
H 4.71107 -0.04330 0.28240 -1.1 -0.4 0.6 0.496
H 5.14105 0.56205 2.80969 -0.2 0.2 0.0 0.566
H -0.78815 0.97202 2.68511 0.4 0.0 0.1 0.303
H -0.25033 1.79794 1.24309 0.4 -0.2 -0.2 0.321
H 0.44956 -0.57581 0.37307 -0.1 0.0 0.0 0.009
H -2.17012 0.29764 0.91253 0.0 -0.2 0.0 0.247
C -3.13494 -2.73994 -2.08940 0.2 0.0 0.0 0.101
Cl -3.31475 -4.20938 -3.05370 0.0 0.1 0.0 -0.141
Cl -4.69141 -2.25577 -1.39786 0.0 -0.6 0.2 -0.125
Cl -1.93852 -2.94657 -0.82327 -0.2 -0.3 -0.3 -0.034
H -2.79616 -1.94378 -2.74327 -0.1 0.0 0.0 0.156
C 0.63526 2.51020 -2.71889 0.0 0.1 0.3 0.656
Cl 1.70464 3.58276 -1.81074 0.0 0.0 -0.1 -0.147
Cl -0.52758 1.72932 -1.64450 0.1 0.0 -0.2 0.012
Cl -0.20115 3.40666 -3.99707 0.1 -0.1 0.0 -0.147
H 1.23776 1.73210 -3.17807 -0.2 0.3 0.2 -0.371
C -7.52250 -0.14651 0.00648 -0.2 0.1 0.1 0.437
Cl -6.38696 0.92080 0.84354 0.0 0.0 0.1 -0.080
Cl -8.55432 -0.98367 1.16876 0.1 0.0 0.0 -0.139
Cl -8.49978 0.75837 -1.14819 0.0 0.0 0.1 -0.090
H -6.95337 -0.88979 -0.53678 0.0 0.0 0.0 -0.136
C 1.63170 -1.37917 -4.31244 0.1 0.0 0.2 -0.140
Cl 1.47096 0.27534 -4.92228 0.0 -0.3 -0.4 -0.127
Cl 3.32104 -1.75116 -3.96504 -0.1 0.0 0.0 -0.105
Cl 0.63333 -1.61364 -2.87567 0.0 0.0 -0.1 0.022
H 1.28496 -2.05726 -5.08216 0.0 0.1 0.0 0.355
C -5.11354 1.81993 -3.50706 0.1 0.2 0.2 -0.127
Cl -5.14613 0.52176 -2.30924 0.0 0.3 -0.5 0.026
Cl -6.33804 3.04824 -3.17185 0.0 -0.1 0.0 -0.127
Cl -3.49975 2.52582 -3.52616 0.0 0.1 -0.2 -0.063
H -5.32179 1.39016 -4.47897 0.0 0.0 0.0 0.296
C 7.94458 0.99289 -0.74965 0.1 -0.1 0.0 -0.094
Cl 7.88468 -0.39386 -1.83927 0.0 0.1 0.0 -0.115
Cl 6.34546 1.31031 -0.06338 0.7 0.7 -0.3 -0.036
Cl 9.12771 0.72939 0.53251 0.0 0.0 0.0 -0.122
H 8.24840 1.86159 -1.32031 0.0 0.0 0.0 0.381
C -4.70315 0.60424 4.56314 0.1 0.0 0.1 0.189
Cl -3.29792 -0.20879 3.86930 -0.5 0.3 0.2 0.017
Cl -5.15904 -0.13885 6.09778 0.0 0.0 -0.1 -0.138
Cl -4.38524 2.33005 4.77503 0.0 0.0 0.0 -0.141
H -5.53237 0.49524 3.87395 0.0 0.0 0.0 0.134
```
Positions in Å, forces in eV/Å.